1.
DFT (ωB97M-V with the def2-TZVPD basis set) results for a molecular structure, C4H6F6NO6S2Tl.

Geometry as ORCA input:
```
! wB97M-V def2-TZVPD RIJCOSX def2/J DEFGRID3
* xyz 2 1
Tl -0.81 0.24 1.69
C 3.45 -0.24 -0.78
F 4.15 -0.54 -1.82
F 3.86 -1.03 0.21
F 3.64 1.01 -0.55
S 1.48 -0.58 -1.22
O 0.88 0.73 -1.18
O 1.50 -1.26 -2.56
N 0.84 -1.51 0.13
S 1.08 -2.93 -0.41
O -0.01 -3.48 -1.18
O 2.38 -3.16 -0.97
C 1.14 -3.98 1.22
F 1.83 -3.31 2.09
F -0.05 -4.20 1.75
F 1.70 -5.13 0.97
C -2.46 3.08 -0.48
C -3.19 3.06 0.86
O -3.23 1.83 1.56
O -1.08 2.68 -0.29
H -2.37 4.08 -0.89
H -2.91 2.44 -1.24
H -4.22 3.30 0.59
H -2.86 3.89 1.49
H -4.10 1.78 1.96
H -0.62 3.24 -0.93
*
```

As for the total energy: -60661.580 eV. The HOMO energy is -17.118 eV. As for the energy relative to the best compared isomer or geometry (same formula, charge and spin): 0.0 kcal/mol. The value obtained for the gap between HOMO and LUMO is 2.57 eV.

Atomic partial charges in e from the Mulliken method, atoms 1 to 8: 0.94 0.80 -0.12 -0.15 -0.10 0.98 -0.50 -0.41

---

2.
DFT (ωB97M-V with the def2-TZVPD basis set) results for 6 unconnected molecules or ions with the total composition C35H51ClF15NO14.

Geometry as ORCA input:
```
! wB97M-V def2-TZVPD RIJCOSX def2/J DEFGRID3
* xyz 0 1
C 4.30 3.55 -1.16
C 4.68 2.73 -2.40
O 3.81 3.14 -3.46
C 3.43 2.08 -4.31
C 2.04 2.34 -4.88
C 0.89 2.25 -3.87
Cl 1.31 1.28 -2.37
N -0.21 1.50 -4.50
C -1.42 2.22 -4.37
O -2.31 2.23 -5.11
C -1.21 2.98 -3.06
C -2.32 3.92 -2.59
C -2.73 3.76 -1.12
C -3.38 2.40 -0.81
C -1.59 4.00 -0.12
C 0.18 3.54 -3.39
C 0.87 4.47 -2.39
C 1.62 5.54 -3.18
O 2.46 6.39 -2.38
C 1.85 6.84 -1.26
O 2.30 6.59 -0.23
H 3.43 3.12 -0.68
H 4.07 4.55 -1.50
H 5.13 3.62 -0.45
H 4.64 1.67 -2.18
H 5.70 3.03 -2.66
H 4.11 2.08 -5.18
H 3.51 1.09 -3.85
H 2.06 3.32 -5.35
H 1.92 1.61 -5.67
H -0.12 1.37 -5.51
H -1.25 2.16 -2.34
H -1.97 4.95 -2.73
H -3.19 3.82 -3.25
H -3.49 4.52 -0.92
H -4.43 2.34 -1.08
H -3.34 2.26 0.27
H -2.85 1.54 -1.24
H -1.22 5.02 -0.22
H -1.89 3.84 0.91
H -0.76 3.34 -0.40
H 0.11 4.13 -4.31
H 1.51 3.92 -1.71
H 0.07 4.96 -1.84
H 0.93 6.10 -3.81
H 2.29 5.02 -3.86
H 0.95 7.45 -1.30
C 1.19 -1.75 -2.58
C 1.86 -3.03 -3.05
O 2.23 -3.86 -1.93
C 1.23 -4.57 -1.42
O 0.10 -4.54 -1.80
C 1.74 -5.47 -0.28
F 2.56 -4.81 0.55
F 2.42 -6.52 -0.76
F 0.72 -5.94 0.44
H 1.83 -1.22 -1.88
H 0.97 -1.10 -3.42
H 0.26 -1.97 -2.07
H 2.78 -2.81 -3.58
H 1.21 -3.58 -3.73
C -0.97 -6.73 3.00
C -0.43 -5.54 3.76
O -0.72 -5.64 5.16
C 0.09 -6.40 5.88
O 1.03 -7.01 5.48
C -0.34 -6.35 7.36
F -1.67 -6.49 7.50
F 0.01 -5.18 7.92
F 0.24 -7.33 8.06
H -2.04 -6.84 3.19
H -0.82 -6.60 1.94
H -0.49 -7.66 3.32
H -0.91 -4.63 3.41
H 0.65 -5.42 3.60
C -4.34 -2.06 -5.19
C -3.71 -0.94 -4.38
O -3.90 -1.15 -2.97
C -3.05 -1.99 -2.38
O -2.16 -2.58 -2.92
C -3.35 -2.06 -0.88
F -4.67 -2.18 -0.64
F -2.92 -0.95 -0.26
F -2.75 -3.11 -0.31
H -5.39 -2.17 -4.93
H -4.26 -1.85 -6.26
H -3.85 -3.01 -4.99
H -4.19 0.01 -4.61
H -2.65 -0.83 -4.61
C -6.26 -4.65 5.58
C -6.27 -4.14 4.15
O -5.48 -2.95 4.03
C -4.17 -3.13 3.91
O -3.60 -4.18 3.90
C -3.47 -1.77 3.74
F -3.94 -0.86 4.61
F -3.67 -1.29 2.50
F -2.15 -1.88 3.93
H -6.59 -3.87 6.27
H -6.93 -5.51 5.68
H -5.26 -4.96 5.88
H -7.28 -3.87 3.86
H -5.92 -4.90 3.45
C 5.44 4.71 5.71
C 5.05 4.71 4.25
O 5.76 3.70 3.52
C 5.27 2.46 3.60
O 4.31 2.13 4.22
C 6.11 1.52 2.73
F 7.43 1.72 2.90
F 5.84 1.71 1.42
F 5.87 0.24 3.01
H 6.52 4.81 5.82
H 4.96 5.53 6.24
H 5.16 3.77 6.20
H 5.32 5.66 3.79
H 3.97 4.58 4.13
*
```

As for the total energy: -120563.491 eV. The HOMO energy is -10.004 eV. As for the energy relative to the best compared isomer or geometry (same formula, charge and spin): 14.3 kcal/mol. The value obtained for the gap between HOMO and LUMO is 10.36 eV. As for the structure (SMILES): CCOCC[C@]1(Cl)NC(=O)[C@H](CC(C)C)[C@H]1CCOC=O.CCOC(=O)C(F)(F)F.CCOC(=O)C(F)(F)F.CCOC(=O)C(F)(F)F.CCOC(=O)C(F)(F)F.CCOC(=O)C(F)(F)F.

Atomic partial charges in e from the Mulliken method, atoms 1 to 8: -0.95 -0.32 -0.15 -0.95 -1.63 2.02 -0.23 -0.06

---

3.
DFT (ωB97M-V with the def2-TZVPD basis set) results for a molecular structure, C19H39MnNOP2.

Geometry as ORCA input:
```
! wB97M-V def2-TZVPD RIJCOSX def2/J DEFGRID3
* xyz 0 4
Mn 0.29 0.04 0.31
P -0.93 2.25 -0.47
P 1.10 -2.21 0.55
N -1.29 -0.46 0.83
H 1.48 1.52 -1.91
C -1.78 2.31 -2.08
H -2.13 3.32 -2.31
H -2.63 1.62 -2.05
H -1.09 1.97 -2.87
C 0.14 3.75 -0.52
H -0.45 4.64 -0.81
H 0.94 3.59 -1.24
H 0.59 3.93 0.47
C -2.24 2.74 0.73
H -2.54 3.79 0.59
H -1.86 2.61 1.75
H -3.10 2.08 0.60
C 0.70 -3.27 -0.89
H 1.13 -4.27 -0.78
H 1.09 -2.80 -1.80
H -0.39 -3.34 -0.98
C 2.92 -2.33 0.62
H 3.21 -3.38 0.67
H 3.32 -1.80 1.49
H 3.34 -1.87 -0.28
C 0.40 -3.13 1.97
H 0.96 -4.05 2.16
H -0.65 -3.37 1.77
H 0.43 -2.50 2.87
C -2.35 -0.74 1.54
C -4.69 -1.45 1.69
C -3.57 -1.21 0.92
C -2.34 -0.57 2.97
C -3.48 -0.82 3.71
C -4.66 -1.26 3.08
H -5.61 -1.79 1.21
H -3.56 -1.35 -0.16
H -1.41 -0.22 3.42
H -3.45 -0.68 4.80
H -5.55 -1.46 3.68
C 1.75 0.48 -2.22
O 0.95 -0.37 -1.44
C 1.37 0.33 -3.69
H 2.24 0.53 -4.33
H 0.58 1.05 -3.94
H 1.00 -0.68 -3.90
C 3.24 0.33 -1.97
H 3.59 -0.68 -2.20
H 3.51 0.57 -0.92
H 3.77 1.05 -2.61
C 3.19 0.41 2.72
C 2.07 1.43 2.74
C 2.61 2.82 3.11
C 1.29 1.48 1.42
H 3.72 0.42 1.76
H 2.80 -0.60 2.90
H 3.91 0.59 3.51
H 1.35 1.14 3.52
H 3.27 3.23 2.33
H 1.79 3.53 3.28
H 3.19 2.75 4.04
H 0.42 2.12 1.60
H 1.94 1.91 0.64
*
```

Its expectation value of S² is 4.0507. As for the total energy: -73769.322 eV. The HOMO energy (alpha / beta) is -6.235 / -6.717 eV. As for the energy relative to the best compared isomer or geometry (same formula, charge and spin): 0.0 kcal/mol. The value obtained for the gap between HOMO and LUMO (alpha / beta) is 5.89 / 7.35 eV.

Atomic partial charges in e from the Mulliken method, atoms 1 to 8: 0.77 0.94 1.08 -0.53 -0.96 -1.09 0.43 0.32

---

4.
DFT (ωB97M-V with the def2-TZVPD basis set) results for a molecular structure, C26H28GeN5O7Ti.

Geometry as ORCA input:
```
! wB97M-V def2-TZVPD RIJCOSX def2/J DEFGRID3
* xyz 0 2
Ti -0.37 -0.34 0.01
O -0.53 2.81 2.53
C -0.26 1.69 2.15
O 0.15 1.36 0.96
C -0.57 0.50 3.08
C -1.93 -0.08 2.62
C -2.60 -0.85 3.75
C -1.68 -2.08 3.85
C -0.70 -1.86 2.70
O -1.52 -1.14 1.72
C 0.34 -0.79 3.04
C 1.46 -0.79 1.99
O 2.57 -0.38 2.24
O 1.10 -1.31 0.83
H -0.64 0.90 4.09
H -2.56 0.63 2.08
H -2.66 -0.26 4.66
H -3.61 -1.14 3.45
H -1.15 -2.13 4.81
H -2.23 -3.01 3.72
H -0.30 -2.76 2.25
H 0.81 -0.94 4.01
N 1.83 0.18 -1.40
N 1.55 0.98 -2.51
C 0.27 1.33 -2.70
N -0.11 2.09 -3.71
N -0.54 0.80 -1.79
N -1.81 1.15 -1.59
O -2.23 0.56 -0.57
O -2.46 1.88 -2.31
H 2.51 0.63 -0.79
H 2.13 -0.74 -1.68
H 2.16 0.94 -3.32
H 0.58 2.60 -4.24
H -1.08 2.38 -3.76
C -2.87 -2.05 -2.63
Ge -1.06 -2.27 -1.80
C -1.07 -4.20 -1.30
C -1.85 -5.14 -1.96
C -1.89 -6.47 -1.55
C -1.14 -6.88 -0.45
C -0.37 -5.95 0.23
C -0.34 -4.63 -0.19
C 0.12 -2.02 -3.40
C -0.36 -1.35 -4.50
C 0.47 -0.85 -5.53
C 1.83 -1.02 -5.46
C 2.40 -1.73 -4.37
C 3.80 -1.92 -4.27
C 4.34 -2.59 -3.21
C 3.50 -3.12 -2.21
C 2.15 -2.96 -2.29
C 1.54 -2.25 -3.36
H -3.02 -2.67 -3.51
H -3.06 -1.01 -2.93
H -3.62 -2.32 -1.88
H -2.44 -4.85 -2.82
H -2.50 -7.19 -2.09
H -1.17 -7.91 -0.13
H 0.21 -6.26 1.09
H 0.26 -3.91 0.36
H -1.43 -1.17 -4.59
H 0.03 -0.33 -6.37
H 2.48 -0.64 -6.24
H 4.43 -1.52 -5.05
H 5.41 -2.73 -3.15
H 3.93 -3.66 -1.38
H 1.51 -3.38 -1.52
*
```

Its expectation value of S² is 0.7529. As for the total energy: -128830.820 eV. The HOMO energy (alpha / beta) is -7.514 / -7.426 eV. As for the energy relative to the best compared isomer or geometry (same formula, charge and spin): 0.0 kcal/mol. The value obtained for the gap between HOMO and LUMO (alpha / beta) is 6.43 / 6.35 eV.

Atomic partial charges in e from the Mulliken method, atoms 1 to 8: -0.07 -0.72 -0.09 -0.19 0.23 -0.22 -1.02 -1.02

---

5.
DFT (ωB97M-V with the def2-TZVPD basis set) results for a molecular structure, C27H63Br9O16P4.

Geometry as ORCA input:
```
! wB97M-V def2-TZVPD RIJCOSX def2/J DEFGRID3
* xyz -1 2
C 19.77 5.13 -22.82
Br 20.14 7.04 -22.66
Br 21.04 4.02 -21.77
Br 19.75 4.44 -24.69
H 18.78 5.05 -22.37
C 14.89 2.49 -26.68
Br 15.39 0.84 -27.54
Br 16.54 3.44 -26.01
Br 13.71 2.11 -25.18
H 14.37 3.13 -27.39
C 16.25 2.29 -22.24
Br 16.29 0.42 -22.84
Br 17.67 2.67 -20.94
Br 14.45 2.65 -21.41
H 16.38 2.96 -23.08
C 17.48 6.93 -27.76
C 17.24 6.95 -26.23
O 15.88 6.69 -26.01
P 15.27 6.52 -24.52
O 16.02 5.60 -23.68
O 13.66 6.11 -24.75
C 12.72 6.02 -23.64
C 11.57 5.08 -24.05
O 15.23 8.04 -23.89
C 14.68 9.08 -24.72
C 14.23 10.23 -23.83
H 18.52 7.16 -28.01
H 17.15 6.05 -28.31
H 17.04 7.85 -28.16
H 17.97 6.42 -25.62
H 17.41 7.97 -25.90
H 13.18 5.55 -22.77
H 12.40 7.01 -23.32
H 11.34 4.25 -23.39
H 10.62 5.62 -24.03
H 11.72 4.79 -25.09
H 15.36 9.32 -25.53
H 13.76 8.66 -25.13
H 13.66 10.94 -24.43
H 13.62 9.85 -23.01
H 15.06 10.66 -23.26
C 16.86 7.19 -20.80
C 17.90 6.86 -19.72
O 17.48 7.12 -18.41
P 18.40 6.65 -17.14
O 17.69 6.27 -15.88
O 19.52 7.83 -17.04
C 19.05 9.14 -16.51
C 20.11 9.60 -15.52
O 19.28 5.41 -17.68
C 18.89 4.09 -17.35
C 19.81 3.24 -18.13
H 16.76 8.26 -20.96
H 17.20 6.85 -21.77
H 15.94 6.67 -20.55
H 18.12 5.79 -19.78
H 18.89 7.30 -19.82
H 18.95 9.81 -17.36
H 18.06 9.03 -16.08
H 20.01 8.96 -14.65
H 21.16 9.44 -15.75
H 19.91 10.61 -15.14
H 19.01 4.05 -16.27
H 17.85 3.96 -17.65
H 19.62 3.35 -19.19
H 20.88 3.33 -17.98
H 19.56 2.20 -17.88
C 15.54 -7.82 -24.82
C 16.77 -7.51 -24.04
O 17.58 -6.54 -24.74
P 18.68 -5.75 -23.87
O 19.83 -5.24 -24.68
O 17.91 -4.67 -23.08
C 17.48 -3.46 -23.72
C 16.06 -3.21 -23.40
O 19.08 -6.79 -22.64
C 19.87 -6.36 -21.57
C 21.30 -6.18 -21.85
H 14.67 -8.21 -24.29
H 15.24 -6.88 -25.28
H 15.79 -8.53 -25.61
H 16.52 -7.17 -23.03
H 17.39 -8.38 -23.81
H 18.13 -2.64 -23.43
H 17.52 -3.63 -24.80
H 15.94 -3.11 -22.32
H 15.72 -2.30 -23.88
H 15.42 -4.02 -23.76
H 19.48 -5.43 -21.15
H 19.76 -7.09 -20.77
H 21.54 -5.15 -22.11
H 21.89 -6.56 -21.02
H 21.60 -6.78 -22.71
C 7.22 3.04 -17.90
C 8.48 2.18 -17.72
O 9.36 2.29 -18.82
P 10.80 1.55 -18.85
O 11.28 1.06 -17.55
O 10.78 0.34 -19.96
C 12.06 -0.04 -20.51
C 12.05 0.25 -22.01
O 11.76 2.66 -19.63
C 11.90 3.86 -18.92
C 12.41 5.08 -19.81
H 7.36 4.07 -17.56
H 6.83 3.02 -18.92
H 6.38 2.72 -17.28
H 8.95 2.41 -16.77
H 8.07 1.19 -17.51
H 12.89 0.43 -19.98
H 12.13 -1.12 -20.39
H 12.99 -0.06 -22.47
H 11.27 -0.31 -22.53
H 11.92 1.31 -22.24
H 10.91 4.04 -18.49
H 12.64 3.75 -18.13
H 13.50 4.95 -19.83
H 11.97 4.90 -20.79
H 12.15 6.01 -19.29
*
```

Its expectation value of S² is 0.7541. As for the total energy: -729327.444 eV. The HOMO energy (alpha / beta) is -1.054 / -6.249 eV. The value obtained for the gap between HOMO and LUMO (alpha / beta) is 2.87 / 8.24 eV.

Atomic partial charges in e from the Mulliken method, atoms 1 to 8: 0.76 -0.29 -0.28 -0.33 -0.63 -0.42 -0.09 -0.07

---

6.
DFT (ωB97M-V with the def2-TZVPD basis set) results for C3H7NO2 in the gas phase.

Geometry as ORCA input:
```
! wB97M-V def2-TZVPD RIJCOSX def2/J DEFGRID3
* xyz 0 1
C -1.62 0.23 -0.28
C -0.40 -0.19 0.55
O -0.28 -1.58 0.72
C 0.89 0.57 0.13
N 2.08 0.00 -0.26
O 0.86 1.77 0.37
H -1.65 1.31 -0.42
H -2.55 -0.08 0.22
H -1.61 -0.24 -1.28
H -0.55 0.22 1.56
H -0.23 -1.98 -0.15
H 2.23 -0.70 -0.98
H 2.84 0.67 -0.19
*
```

As for the total energy: -8809.577 eV. The HOMO energy is -9.696 eV. As for the energy relative to the best compared isomer or geometry (same formula, charge and spin): 21.9 kcal/mol. The value obtained for the gap between HOMO and LUMO is 10.33 eV. As for the structure (SMILES): C[C@@H](O)C(N)=O.

Atomic partial charges in e from the Mulliken method, atoms 1 to 8: -1.23 0.44 -0.53 0.25 -0.40 -0.57 0.35 0.30